# 1
17
Properties=species:S:1:pos:R:3:forces:R:3:nbo_charge:R:1 method="wB97M-V/def2-TZVPD" homo_energy_ev="-9.56 / -6.45" relative_energy_kcal_mol=155.8 lumo_ev="-0.024 / -1.225" total_energy_ha=-666.74803 homo_lumo_gap_ev="9.538 / 5.224"
C 0.364746 2.970110 -0.038253 1.58 0.62 -0.83 -0.443
C 2.116136 -1.939426 -0.389578 -1.27 -0.81 -1.00 -0.290
C -2.050021 -1.572795 0.326770 -0.13 -1.22 -1.82 -0.286
N -0.460420 1.899572 0.516727 0.19 -0.64 -1.56 -0.961
O 0.747528 -2.222775 -0.538830 0.45 0.44 0.70 -0.489
O -1.928643 -0.161509 0.370227 1.41 1.85 0.42 -0.821
P -0.814571 0.654374 -0.550105 -0.55 -1.35 0.89 1.113
H -0.077743 3.540055 -0.937047 0.30 -0.91 1.44 0.200
H 0.579397 3.694373 0.776028 -0.04 -0.40 -0.68 0.221
H 1.405570 2.556276 -0.431327 -2.10 0.72 0.95 0.205
H 2.395308 -1.486937 -1.309850 0.90 0.62 -0.88 0.164
H 2.650236 -2.906353 -0.355440 -0.08 0.20 0.33 0.192
H 2.376551 -1.284384 0.419805 0.05 0.08 0.81 0.162
H -2.679275 -1.678471 -0.601856 0.35 -0.95 1.00 0.171
H -2.596638 -1.938785 1.228460 0.50 0.46 -0.72 0.189
H -1.046422 -2.106394 0.148286 -1.56 0.96 0.58 0.254
H -0.981742 1.983061 1.365985 0.00 0.33 0.37 0.420



# 2
160
Properties=species:S:1:pos:R:3:forces:R:3:lowdin_charge:R:1 method="wB97M-V/def2-TZVPD" homo_energy_ev=-9.28 relative_energy_kcal_mol=37.1 lumo_ev=-0.046 total_energy_ha=-3090.30992 homo_lumo_gap_ev=9.233
C 1.825618 4.289644 2.442977 0.04 -0.58 0.58 -0.018
C 3.342414 4.101695 2.410275 -1.20 0.37 0.06 -0.495
O 4.097060 4.985992 2.114474 0.52 0.36 -0.18 0.081
C 3.830019 2.733676 2.795950 -0.18 0.02 -0.31 -0.014
H 1.476298 3.929678 3.423199 0.03 0.04 -0.15 0.082
H 1.411864 3.557156 1.741745 -0.12 0.27 -0.07 0.057
H 1.412182 5.295081 2.292052 0.59 -0.29 -0.30 0.090
H 4.856973 2.634788 2.466058 0.21 -0.17 0.35 0.071
H 3.216375 1.946730 2.384196 -0.25 -0.22 -0.52 0.051
H 3.669276 2.588310 3.854744 0.45 0.15 0.52 0.089
C 5.433934 1.817731 -1.007547 0.88 0.16 0.03 -0.019
C 6.917739 1.504951 -0.738932 0.82 -0.79 -1.46 -0.451
O 7.660958 1.079966 -1.642269 -1.71 0.91 2.14 0.032
C 7.394999 1.819871 0.665063 0.89 0.21 -0.53 -0.024
H 5.431679 2.841607 -1.429474 -0.27 -0.35 0.31 0.103
H 4.837753 1.765291 -0.085710 0.13 0.15 -0.31 0.068
H 5.053807 1.137987 -1.763868 -0.07 -0.07 -0.09 0.058
H 7.214461 2.877658 0.868183 -0.25 -0.01 0.08 0.090
H 8.469223 1.659541 0.759673 0.00 -0.04 -0.23 0.083
H 6.931617 1.214114 1.429044 -0.54 -0.21 0.09 0.057
C -1.313022 3.753604 1.020495 0.55 -0.04 -0.19 -0.010
C -0.849529 4.446472 -0.238763 0.36 0.66 -0.79 -0.476
O -0.231136 5.498226 -0.263980 -0.40 -0.79 0.71 0.065
C -1.207648 3.827507 -1.570408 -0.27 -0.37 0.17 -0.018
H -0.782374 2.792895 1.110080 -0.20 0.21 -0.07 0.055
H -2.389785 3.562564 0.965059 0.15 0.14 0.17 0.069
H -1.017172 4.356451 1.873816 -0.33 0.04 0.13 0.081
H -0.644297 4.344533 -2.345675 -0.18 -0.21 -0.08 0.073
H -2.282263 3.955751 -1.717616 -0.07 0.31 -0.12 0.074
H -1.088069 2.737796 -1.626772 0.36 0.17 0.13 0.067
C 3.451834 2.514831 -4.762154 0.33 0.01 0.01 -0.015
C 2.971199 3.337158 -3.573308 0.15 0.30 -0.97 -0.480
O 3.217376 4.529940 -3.496523 -0.23 -0.95 0.28 0.049
C 2.082615 2.591387 -2.606204 0.46 0.53 0.59 -0.019
H 2.657849 1.848388 -5.107175 0.07 -0.06 0.02 0.076
H 4.307978 1.890937 -4.466134 -0.25 0.01 0.10 0.082
H 3.811760 3.134059 -5.590708 -0.21 0.08 0.28 0.081
H 2.516153 1.645361 -2.261865 -0.08 0.04 -0.45 0.059
H 1.122368 2.401479 -3.095981 0.08 -0.06 0.13 0.083
H 1.965365 3.224571 -1.722064 -0.31 0.00 -0.12 0.086
C -7.804046 -0.537812 5.033076 0.16 -0.72 0.34 -0.026
C -6.337465 -0.730558 5.337475 0.29 -1.05 0.54 -0.473
O -6.016368 -1.257161 6.390605 0.14 0.64 -0.91 0.062
C -5.328477 -0.362345 4.251941 0.08 0.09 0.79 -0.020
H -8.362511 -0.983121 5.848309 -0.07 0.49 0.47 0.080
H -8.112366 -1.174118 4.208421 0.21 0.35 -0.67 0.081
H -8.030118 0.506144 4.874321 -0.30 0.20 -0.21 0.082
H -4.332331 -0.725957 4.475471 0.03 -0.47 0.24 0.063
H -5.186061 0.717046 4.244162 -0.43 0.23 -0.38 0.088
H -5.649476 -0.756758 3.292301 -0.12 0.29 -0.15 0.070
C 0.821973 -2.592982 -3.718071 -0.09 -0.98 -0.65 -0.032
C 1.839707 -1.643980 -4.197940 1.67 1.13 -1.65 -0.467
O 1.790709 -1.137660 -5.327560 0.07 -0.73 2.12 0.043
C 2.997136 -1.382927 -3.221576 -0.85 -0.16 0.26 -0.013
H 0.497506 -2.232960 -2.761575 -0.77 0.09 0.44 0.059
H 1.203648 -3.613302 -3.581917 0.42 0.28 0.16 0.094
H 0.098862 -2.699234 -4.515903 -0.70 0.26 0.25 0.085
H 3.624661 -0.554743 -3.525794 0.06 0.07 -0.15 0.065
H 3.578011 -2.300488 -3.121414 0.18 -0.05 -0.27 0.087
H 2.604817 -1.242265 -2.197939 0.03 0.20 -0.53 0.043
C -3.694749 -2.851794 -2.014560 0.01 -0.27 1.12 -0.015
C -4.037100 -4.270745 -1.553945 0.77 -1.11 2.00 -0.455
O -3.667569 -4.759471 -0.460006 -0.67 1.69 -2.53 0.012
C -4.831161 -5.086680 -2.517882 -0.93 -0.41 0.30 -0.032
H -3.582241 -2.722471 -3.091488 -0.21 -0.14 0.10 0.083
H -2.781605 -2.549687 -1.502750 0.10 0.08 -0.08 0.063
H -4.492481 -2.195217 -1.626901 0.15 -0.14 -0.35 0.098
H -5.155938 -6.057774 -2.119052 0.88 0.07 -0.10 0.091
H -4.263892 -5.128623 -3.443772 -0.13 -0.32 -0.20 0.090
H -5.802698 -4.639721 -2.727969 0.14 0.66 -0.27 0.089
C 5.486373 -1.967701 0.053846 -0.19 0.16 0.33 -0.002
C 5.164070 -1.801346 1.554631 0.65 0.91 -0.34 -0.476
O 5.858829 -1.091184 2.258892 -0.32 -0.33 -0.44 0.053
C 3.995011 -2.535519 2.131552 -0.64 -0.21 -0.28 -0.031
H 6.573171 -1.794366 -0.080385 -0.75 -0.03 -0.12 0.096
H 4.877851 -1.272105 -0.574384 0.53 -0.21 0.62 0.076
H 5.181254 -2.956342 -0.299580 0.21 -0.03 0.09 0.068
H 4.288276 -3.592399 2.163590 -0.24 0.01 0.04 0.095
H 3.099961 -2.439301 1.488715 0.50 -0.12 0.18 0.064
H 3.749701 -2.184769 3.134655 0.27 -0.02 -0.05 0.071
C 0.188114 -4.046431 0.407614 -0.39 1.05 0.60 0.004
C 1.496093 -3.981610 -0.272168 1.72 -0.69 -1.07 -0.497
O 2.106432 -2.960663 -0.521309 -0.54 0.17 0.34 0.029
C 2.090101 -5.322906 -0.705579 -0.82 0.44 0.00 -0.005
H -0.521409 -4.642672 -0.155395 -0.20 -0.05 -0.08 0.091
H -0.164204 -3.006445 0.543662 -0.08 -0.65 0.01 0.080
H 0.319023 -4.522356 1.386231 -0.10 0.04 -0.07 0.089
H 3.081898 -5.237874 -1.153579 -0.26 0.14 0.04 0.085
H 1.350501 -5.734970 -1.413595 0.47 -0.17 0.14 0.093
H 2.115351 -5.968880 0.165168 0.04 -0.34 0.07 0.080
C -2.986332 0.998705 -3.222226 0.63 0.09 0.72 -0.023
C -2.756436 0.360955 -4.565722 -2.22 -0.15 -0.85 -0.502
O -3.725642 0.048659 -5.239981 0.18 -0.16 0.22 0.046
C -1.394612 0.204873 -5.079688 1.55 0.61 0.61 -0.014
H -2.882035 2.085247 -3.302609 0.07 -0.05 -0.15 0.079
H -2.189348 0.664705 -2.552011 -0.03 0.11 0.19 0.056
H -3.961480 0.792648 -2.759289 0.23 -0.18 -0.55 0.077
H -1.238376 -0.434328 -5.941796 -0.53 0.34 -0.35 0.094
H -0.773861 -0.228561 -4.310434 0.30 -0.12 0.55 0.053
H -0.977844 1.231589 -5.184171 -0.12 -0.54 -0.35 0.087
C 1.295596 -4.177080 4.327127 -0.95 1.09 0.61 -0.037
C 1.222246 -5.547492 4.915454 -0.72 -1.11 -0.49 -0.466
O 0.194022 -6.219213 4.804747 1.85 0.88 0.51 0.055
C 2.538183 -5.999019 5.533723 -0.98 -0.96 0.44 -0.019
H 1.806286 -4.189547 3.373621 0.00 -0.15 -0.42 0.068
H 1.861019 -3.459329 4.940159 -0.05 -0.38 0.03 0.087
H 0.260481 -3.799576 4.247551 0.50 -0.06 -0.34 0.069
H 2.581473 -7.063645 5.704023 -0.41 -0.51 -0.10 0.074
H 2.608061 -5.587795 6.548416 0.42 0.48 -0.44 0.097
H 3.357199 -5.799790 4.857516 0.34 0.70 0.17 0.078
C -3.464466 -2.384304 2.076158 -1.05 -0.25 -0.31 -0.029
C -2.626593 -3.000695 3.152289 -0.47 -1.38 -0.45 -0.495
O -1.895961 -2.381496 3.869563 0.87 1.14 0.63 0.055
C -2.789387 -4.503703 3.364060 0.20 0.37 0.43 0.000
H -3.101482 -2.639454 1.083113 0.29 -0.15 -0.06 0.059
H -3.627266 -1.311011 2.135570 0.40 0.04 0.25 0.069
H -4.450015 -2.875732 2.118181 0.18 0.16 -0.05 0.096
H -3.802586 -4.650445 3.739099 -0.11 -0.13 0.00 0.089
H -2.081767 -4.844090 4.132952 -0.18 0.09 -0.33 0.072
H -2.685435 -5.098792 2.461544 -0.02 0.09 -0.24 0.080
C -6.574403 4.917903 -1.150321 0.43 0.16 0.97 -0.017
C -5.352058 4.309922 -0.417924 0.91 2.92 1.15 -0.463
O -4.663408 4.933565 0.423694 -2.10 -1.40 -2.11 0.037
C -5.012186 2.952788 -0.814128 0.38 -1.22 0.28 -0.048
H -6.418658 5.085828 -2.214469 0.53 0.07 0.00 0.083
H -6.816903 5.854477 -0.654395 -0.11 0.07 -0.15 0.078
H -7.440344 4.257814 -1.132239 0.02 -0.21 0.33 0.079
H -4.000506 2.723746 -0.501613 0.34 0.01 -0.27 0.062
H -5.167420 2.800744 -1.886499 -0.10 -0.30 0.31 0.091
H -5.619365 2.297034 -0.175824 -0.29 -0.16 -0.55 0.107
C 0.549459 5.702317 -5.174828 -0.53 0.41 -0.21 -0.013
C 0.192699 4.368343 -5.723043 -1.48 -2.77 0.32 -0.440
O -0.583066 3.583640 -5.126194 1.71 1.90 -1.10 0.001
C 0.802592 3.887593 -7.058648 -0.53 0.97 0.23 -0.016
H 1.448725 5.567773 -4.560517 -0.13 0.38 -0.13 0.078
H -0.282034 6.126708 -4.606180 0.20 -0.41 0.36 0.091
H 0.687946 6.414928 -5.986267 0.59 -0.05 -0.08 0.085
H 1.840835 4.188949 -7.202657 0.05 -0.10 0.27 0.076
H 0.260277 4.376973 -7.887882 0.02 -0.09 0.35 0.090
H 0.660042 2.822099 -7.165598 0.10 -0.23 0.09 0.072
C -0.894982 1.079048 5.108776 -0.49 -0.65 -0.35 -0.001
C 0.206267 0.606766 4.214126 0.80 -0.11 -0.89 -0.482
O 0.481071 1.187419 3.184263 -0.13 0.39 -0.12 0.030
C 0.943421 -0.653830 4.557257 -0.15 -0.60 1.05 -0.016
H -1.477925 0.185039 5.362024 -0.08 0.24 0.18 0.085
H -1.515340 1.773817 4.542830 0.06 0.06 0.17 0.087
H -0.540779 1.535150 6.024084 0.19 0.08 0.18 0.089
H 1.761327 -0.959791 3.893989 -0.14 0.70 0.06 0.072
H 0.232057 -1.486437 4.538919 -0.13 0.17 0.15 0.051
H 1.286759 -0.565396 5.606240 0.04 -0.22 -0.43 0.103
C -0.824495 -0.124446 0.600405 -0.86 -0.12 -1.02 -0.007
C 0.312574 0.137147 -0.339526 0.52 -0.18 -2.08 -0.443
O 0.214695 0.045436 -1.571048 -0.41 0.01 1.72 0.022
C 1.663501 0.508410 0.217521 -0.16 -0.10 0.76 -0.010
H -1.751476 -0.352671 0.047278 0.38 0.27 -0.06 0.083
H -0.969245 0.785964 1.168026 -0.06 -0.13 0.58 0.056
H -0.664538 -0.995240 1.227354 0.43 0.18 0.49 0.070
H 1.705001 0.400750 1.301596 -0.05 -0.13 -0.01 0.055
H 1.929412 1.549678 0.014023 -0.13 -0.14 -0.28 0.075
H 2.368548 -0.170411 -0.254097 0.27 0.11 -0.06 0.064